Record 1
86
Properties=species:S:1:pos:R:3 method="wB97M-V/def2-TZVPD" homo_energy_ev=-11.4 lumo_energy_ev=-3.1 fmax_ev_per_a=1.3 total_energy_ev=-60100.284 mol_weight_g_mol=563.62 charge=+1 orbital_gap_ev=8.30
C 7.37772 2.15148 -0.34774
C 6.18217 2.73107 -1.08908
O 4.96384 2.21221 -0.58960
C 4.45871 1.12846 -1.33233
C 3.59494 0.33689 -0.37409
N 2.96938 -0.90660 -0.85688
C 3.85386 -2.04739 -0.87276
C 4.65429 -2.25723 -2.14243
N 3.71219 -2.24871 -3.29364
C 2.84909 -1.02497 -3.35205
F 1.99852 -1.27436 -4.37633
C 2.12906 -0.80773 -2.04168
P 1.09989 0.77688 -2.05097
C -0.12271 0.37129 -0.72824
C 0.10963 0.76791 -3.60993
C 0.77841 1.68161 -4.66414
H 7.23855 1.08242 -0.24494
H 7.48407 2.63643 0.60985
H 8.27463 2.36379 -0.91930
H 6.20707 3.80667 -0.98075
H 6.28428 2.53506 -2.15369
H 3.87948 1.54385 -2.15636
H 5.27358 0.54668 -1.76972
H 2.87300 1.00720 0.06361
H 4.24601 0.05802 0.44336
H 3.25573 -2.93638 -0.67547
H 4.55682 -1.98450 -0.05829
H 5.08316 -3.24882 -2.10154
H 5.48003 -1.57732 -2.27206
H 3.05791 -3.03347 -3.19203
H 4.17271 -2.38714 -4.19618
H 3.45624 -0.17293 -3.63411
H 1.39797 -1.62624 -1.98814
H -0.35618 1.27421 -0.18605
H -1.03667 -0.02992 -1.14764
H 0.26675 -0.36886 -0.04553
H -0.86366 1.17645 -3.39113
H -0.04365 -0.22802 -4.00380
H 1.61953 2.18685 -4.20734
H 1.18313 1.09562 -5.47864
H 0.10223 2.45279 -4.99749
C -4.32710 6.16733 -6.44302
C -2.83185 6.05275 -6.64826
O -2.37924 4.68913 -6.57662
C -2.64238 3.93900 -7.64751
O -3.18662 4.29963 -8.65755
O -2.18501 2.70380 -7.40715
C -2.47013 1.76231 -8.44534
H -4.61955 5.69756 -5.50279
H -4.62579 7.21485 -6.42109
H -4.87463 5.67260 -7.24337
H -2.30645 6.57137 -5.84870
H -2.51851 6.49716 -7.59250
H -2.11059 2.11962 -9.40739
H -3.54016 1.56797 -8.49377
H -1.95031 0.84449 -8.18436
C 1.37835 -3.24465 2.01807
C 0.92935 -1.93145 2.62508
O -0.49468 -1.84560 2.72574
C -1.04325 -2.56419 3.71625
O -0.43993 -3.23173 4.51607
O -2.36096 -2.39465 3.66600
C -3.09672 -3.15843 4.63171
H 0.89261 -3.40288 1.05178
H 2.46078 -3.24480 1.87635
H 1.11843 -4.08867 2.65398
H 1.22351 -1.10498 1.97781
H 1.38631 -1.76358 3.60025
H -2.73536 -2.96933 5.63928
H -3.02871 -4.21975 4.39940
H -4.13317 -2.84376 4.56154
C -7.13377 -2.84557 10.65552
C -6.05415 -3.66709 9.98405
O -5.52183 -3.01174 8.82066
C -4.68476 -2.00292 9.05973
O -4.31825 -1.61716 10.13934
O -4.30954 -1.49033 7.88153
C -3.46466 -0.34186 7.98587
H -7.91995 -2.59470 9.94209
H -7.57307 -3.40307 11.48226
H -6.73338 -1.91203 11.04721
H -6.47290 -4.60285 9.61914
H -5.24613 -3.91255 10.67283
H -2.59375 -0.55122 8.60284
H -4.02144 0.49903 8.39588
H -3.14240 -0.10039 6.97641

---

Record 2
84
Properties=species:S:1:pos:R:3 method="wB97M-V/def2-TZVPD" homo_energy_ev="-5.1 / -5.1" lumo_energy_ev="2.5 / 2.2" fmax_ev_per_a=2.9 multiplicity=2 total_energy_ev=-71358.730 mol_weight_g_mol=561.80 charge=-1 orbital_gap_ev="7.63 / 7.29"
C 0.51597 0.81439 -5.23102
C -0.57088 0.06202 -4.45339
C -1.83414 0.63944 -4.49238
C -2.92141 0.06684 -3.85429
C -2.69947 -1.12776 -3.18466
C -1.44919 -1.70529 -3.14854
C -0.33127 -1.13655 -3.76526
C 1.05079 -1.77652 -3.73864
P 1.93593 -1.75972 -2.01506
O 2.73310 -1.56819 -0.49506
C 3.28653 -2.99719 -2.62241
C 3.88548 -3.89117 -1.50431
C 5.32939 -3.45565 -1.06089
S 5.50929 -3.65294 0.74394
N 0.70415 -0.39600 -1.43869
C 1.27389 0.60800 -1.11934
S 2.13463 1.93282 -0.78210
O 0.94341 -2.95689 -1.29943
C 0.60905 -4.13832 -1.91850
C -0.24094 -4.94959 -0.88045
N -1.35818 -4.16659 -0.33996
C -1.32568 -3.98315 1.12013
C -1.52808 -2.45830 1.44853
C -2.33665 -2.24378 2.76069
O -0.23682 -1.86207 1.54683
H 1.14597 1.43868 -4.58309
H 1.13917 0.06882 -5.74743
H 0.03981 1.44195 -5.99647
H -1.98997 1.57072 -5.04423
H -3.90647 0.53106 -3.91903
H -3.56270 -1.59455 -2.70342
H -1.38335 -2.64798 -2.60963
H 1.08770 -2.75417 -4.24024
H 1.66500 -1.11895 -4.37117
H 2.77343 -0.72118 -2.51687
H 2.14278 -1.88215 0.20130
H 2.94130 -3.60790 -3.47232
H 4.12060 -2.38940 -3.01491
H 4.02999 -4.89661 -1.95345
H 3.22217 -4.05919 -0.65085
H 6.04180 -4.12529 -1.56442
H 5.53675 -2.44045 -1.41789
H 4.23458 -3.61533 1.18750
H -0.05913 -4.08215 -2.80267
H 1.40647 -4.85562 -2.19611
H 0.48435 -5.27350 -0.10993
H -0.56079 -5.88194 -1.38340
H -2.18971 -4.70693 -0.55350
H -2.13851 -4.55019 1.61064
H -0.37126 -4.27042 1.58321
H -2.05504 -2.02334 0.59134
H -1.94074 -1.34975 3.26015
H -3.39292 -2.11601 2.48233
H -2.23684 -3.12004 3.41894
H 0.24919 -2.26791 2.27367
C 0.03033 5.99441 3.46603
C -1.07917 5.00610 3.92395
C -0.45414 3.74034 4.52960
C 0.13557 2.78779 3.49518
C -0.90778 2.44697 2.43792
C -1.50986 3.69186 1.78051
N -1.99144 4.69941 2.78215
O -3.12473 4.27579 3.27230
C -0.45215 4.31084 0.84588
C -2.63252 3.25676 0.83563
C -1.79631 5.74378 5.05998
H -0.10590 6.98278 3.90895
H 1.02711 5.64784 3.74424
H 0.02948 6.17774 2.39534
H -1.21422 3.19550 5.10093
H 0.31937 4.01937 5.25014
H 1.02587 3.22624 3.03582
H 0.46678 1.87135 3.98895
H -0.45359 1.80738 1.67778
H -1.70083 1.85141 2.90448
H -0.79654 5.26403 0.43580
H -0.25436 3.64990 0.00332
H 0.51172 4.46988 1.32689
H -3.40277 2.67497 1.34203
H -2.23250 2.62375 0.04306
H -3.10726 4.12030 0.36407
H -2.31044 6.63352 4.69055
H -1.06955 6.06180 5.80951
H -2.52581 5.11609 5.57194

---

Record 3
10
Properties=species:S:1:pos:R:3 method="wB97M-V/def2-TZVPD" homo_energy_ev=-9.7 lumo_energy_ev=0.3 fmax_ev_per_a=3.0 relative_energy_kcal_mol=36.1 total_energy_ev=-27902.772 mol_weight_g_mol=124.19 orbital_gap_ev=10.03
C 0.59107 -0.73370 -0.06375
C 0.84010 0.82037 0.14123
O -2.76264 -0.45685 -0.68549
O -0.48677 -1.13249 0.69115
S -0.88355 1.57016 0.17864
S -2.04892 -0.18203 0.53787
H 0.39972 -1.00646 -1.14798
H 1.57154 -1.24503 0.15401
H 1.51680 1.14271 0.93116
H 1.26267 1.22331 -0.73683

---

Record 4
85
Properties=species:S:1:pos:R:3 method="wB97M-V/def2-TZVPD" homo_energy_ev="-3.3 / -3.3" lumo_energy_ev="-0.1 / -0.1" fmax_ev_per_a=3.4 relative_energy_kcal_mol=78.3 multiplicity=2 total_energy_ev=-108946.696 mol_weight_g_mol=647.99 orbital_gap_ev="3.21 / 3.22"
C -0.72036 5.37943 0.64330
C 0.18591 4.59230 -0.26711
H -0.80030 6.41599 0.31848
H -0.30787 5.41934 1.65195
H -1.71623 4.92394 0.69533
C 1.30906 5.16046 -0.88939
C 2.13263 6.22107 -0.27534
H 1.61341 4.73175 -1.84367
H 2.42067 6.02046 0.76697
H 1.65013 7.20705 -0.30856
H 3.08205 6.29349 -0.81774
Ti -0.29610 -1.11007 1.41592
Cl -2.42227 -0.39681 0.56413
Cl 0.56737 -1.78293 3.43493
C -0.42619 -1.28653 -1.70391
O 0.14627 -1.34465 -0.58549
N 0.15131 -1.80879 -2.78845
C 1.58022 -2.07365 -2.84562
C -0.62088 -1.97808 -4.00730
H -1.43616 -0.85652 -1.84519
H 1.94992 -2.45504 -1.88615
H 2.14473 -1.17282 -3.12701
H 1.71071 -2.82697 -3.62110
H -1.67607 -2.06519 -3.73680
H -0.27200 -2.89338 -4.48474
H -0.49083 -1.12601 -4.68149
H 2.23814 3.08692 2.23524
H 3.84159 3.07379 -0.41759
C 2.90203 2.20607 2.24926
C 4.04863 2.09570 0.04750
N 2.97209 1.59356 0.91047
H 2.56899 1.47004 2.99450
C 2.37410 0.43893 0.51379
O 1.80097 -0.42401 1.21118
H 4.22079 1.36700 -0.76400
H 2.51241 0.24912 -0.56239
H 3.91222 2.56039 2.50674
H 4.98217 2.21147 0.61226
O 0.45119 3.29221 0.31846
C -0.38936 3.21485 -0.83489
C 1.42483 2.18692 -2.25259
C 0.08864 2.56480 -2.10548
H 2.07560 2.34302 -1.38418
C 1.94991 1.59382 -3.41013
H -1.41996 2.99358 -0.53093
C -0.76548 2.23090 -3.21752
H 3.00376 1.30525 -3.43524
C 1.12244 1.38786 -4.51927
C -0.24111 1.69236 -4.41268
H -1.84915 2.39615 -3.12967
H 1.53739 1.01951 -5.45715
H -0.90232 1.49534 -5.26676
Si -1.59906 1.18943 3.66165
Cl -0.21256 1.13180 1.85236
C -0.47873 1.11108 5.17760
C -2.62335 -0.41525 3.67035
C -2.71350 2.62919 3.55240
H 0.50377 1.58714 5.03203
H -0.31544 0.05937 5.46986
H -1.01084 1.61489 6.00801
H -2.22920 3.55085 3.89830
H -3.57355 2.41531 4.20920
H -3.10528 2.77104 2.53163
H -2.09330 -1.35055 3.44683
H -3.45923 -0.30770 2.97540
H -3.00574 -0.49634 4.69472
O -1.23706 -2.77835 1.41916
C -1.43402 -3.96930 1.06837
C -2.71577 -4.33180 0.39453
C -2.46552 -4.87851 -0.99244
C -2.04143 -6.34829 -0.90460
C -0.58425 -6.52133 -0.47552
C -0.31604 -6.21211 1.00150
N -0.42051 -4.80300 1.34094
H -3.25943 -5.05754 1.00793
H -3.31275 -3.41589 0.32927
H -3.36824 -4.79429 -1.60336
H -1.68596 -4.29735 -1.49776
H -2.69876 -6.88233 -0.20338
H -2.17288 -6.83516 -1.88480
H -0.29044 -7.57024 -0.62778
H 0.06933 -5.90843 -1.10627
H -1.00521 -6.78205 1.62958
H 0.70276 -6.53193 1.25607
H 0.23254 -4.40573 1.99335

---

Record 5
13
Properties=species:S:1:pos:R:3 method="wB97M-V/def2-TZVPD" homo_energy_ev=-10.5 lumo_energy_ev=1.0 fmax_ev_per_a=0.5 relative_energy_kcal_mol=77.7 total_energy_ev=-7796.275 mol_weight_g_mol=85.11 orbital_gap_ev=11.50
C -2.02843 0.09220 -0.87664
N -1.69716 0.45139 0.46416
C -1.32765 0.61577 1.55110
C 1.68955 0.55264 0.24604
C 1.58262 -0.87531 0.51151
O 1.11059 -0.33868 -0.71310
H -1.10290 -0.23632 -1.35297
H -2.46131 0.94755 -1.40005
H -2.75030 -0.72535 -0.84481
H 1.02735 1.23141 0.77947
H 2.66203 0.98146 0.00891
H 2.48026 -1.47852 0.42674
H 0.81535 -1.21822 1.19965

---

Record 6
7
Properties=species:S:1:pos:R:3 method="wB97M-V/def2-TZVPD" homo_energy_ev="-20.7 / -20.6" lumo_energy_ev="-11.5 / -13.0" fmax_ev_per_a=6.8 relative_energy_kcal_mol=43.8 multiplicity=6 total_energy_ev=-30931.175 mol_weight_g_mol=223.54 charge=+2 orbital_gap_ev="9.16 / 7.56"
F -2.66629 0.00591 -1.51099
O -0.41408 -0.79594 0.25020
Dy -1.47237 1.73252 -1.47539
C 0.29739 0.44278 0.06792
C 1.12957 -0.41832 0.80455
H 1.25837 -0.36234 1.88428
H 1.86741 -0.60461 -0.02056

---

Record 7
17
Properties=species:S:1:pos:R:3 method="wB97M-V/def2-TZVPD" homo_energy_ev=-13.7 lumo_energy_ev=-3.4 fmax_ev_per_a=6.1 relative_energy_kcal_mol=74.6 total_energy_ev=-7297.712 mol_weight_g_mol=87.15 charge=+1 orbital_gap_ev=10.28
C 2.26892 -0.01204 0.26381
C 2.90986 -1.14364 0.62281
C -1.82844 -0.62156 0.65205
C -1.27485 -0.17495 -0.64087
N 1.47302 0.79131 -0.14971
N -0.96566 1.28645 -0.57705
H -0.23325 -0.72422 -0.85839
H 3.56828 -1.04321 1.46810
H 2.79724 -2.05678 0.05630
H -2.78296 -0.04519 0.96047
H -1.21642 -0.44203 1.42545
H -2.09883 -1.63868 0.59434
H -2.02680 -0.39873 -1.43332
H 1.85791 1.63967 -0.54553
H -1.58568 1.87327 -0.07758
H -0.99035 1.62991 -1.49706
H 0.12799 1.08045 -0.26382

---

Record 8
18
Properties=species:S:1:pos:R:3 method="wB97M-V/def2-TZVPD" homo_energy_ev="-12.4 / -12.4" lumo_energy_ev="-5.1 / -5.0" fmax_ev_per_a=3.9 relative_energy_kcal_mol=95.3 total_energy_ev=-16417.181 mol_weight_g_mol=225.05 charge=+1 orbital_gap_ev="7.33 / 7.47"
C 0.04973 -1.89161 -0.65735
C -1.16123 -0.04945 0.32214
C 0.23702 -3.07552 0.21937
C 0.84835 2.60687 -0.45258
C 1.13464 1.43605 0.40893
N -0.81199 -1.04340 -0.27573
N -2.23847 0.63945 0.62803
I 2.31711 -0.13189 -0.07902
H 0.28101 -1.96660 -1.81005
H -0.20452 -3.95698 -0.07815
H -0.18594 -2.76233 1.18786
H 1.22673 -3.20785 0.30959
H -0.22662 2.87838 -0.47195
H 1.32178 3.45658 -0.02700
H 1.28095 2.48484 -1.42895
H 0.88620 1.52058 1.39334
H -2.24481 1.65030 0.54963
H -3.04847 0.18759 0.40644